Record 1
# C7H16NO2Si2

An isolated ion of composition C7H16NO2Si2 and charge -1 at a distorted geometry (ωB97M-V with the def2-TZVPD basis set, the OMol25 dataset).

total charge: -1
structure (SMILES): C[Si]1(C)CC[Si](C)(C)OC([O-])=N1
gap between HOMO and LUMO: 0.283 hartree
spin multiplicity: 1

Geometry as XYZ:
```
28
Properties=species:S:1:pos:R:3:forces:R:3
Si 0.485433 1.243247 1.049261 -0.889 -2.017 -0.825
Si -0.178134 -1.320466 -1.129979 -0.623 0.474 0.098
O 3.388652 -0.912520 -0.375081 0.655 0.286 0.763
O 1.427628 -1.312152 -1.358658 1.524 0.283 -0.100
N 1.385933 -0.044428 0.482730 -0.036 1.090 1.182
C -1.399454 0.890658 0.539727 2.753 0.760 -1.933
C -0.604361 -1.964072 -2.898395 -2.027 -5.024 4.215
C 0.988829 2.890405 0.267308 -1.280 0.115 -0.304
C 2.201099 -0.691544 -0.285473 -0.995 -0.502 -1.923
C -0.577223 -2.450626 0.324344 1.299 1.427 0.327
C 0.510419 1.210667 2.939655 -3.130 2.111 0.120
C -1.343000 0.236135 -0.890883 0.579 -0.088 0.568
H 0.491466 0.285641 3.509662 0.038 -0.183 -0.406
H -2.330810 -0.012378 -1.287419 -0.213 -0.231 0.131
H 1.304383 1.830700 3.265221 1.086 0.531 0.621
H 0.268267 3.721720 0.495841 0.949 -0.530 0.057
H -1.867241 1.870916 0.493577 -0.620 -0.058 0.257
H -1.753557 0.243061 1.278544 -1.089 -0.892 1.154
H 1.988428 3.029347 0.598383 0.919 0.810 0.633
H -0.477815 1.841497 3.250088 2.009 -1.394 -0.445
H -1.551141 -2.764492 0.104443 -1.885 -0.575 0.434
H 0.060121 -3.316030 0.319696 0.421 -0.397 0.057
H -1.702060 -1.974454 -2.919188 0.134 0.093 -0.732
H -1.000842 1.012659 -1.570497 0.267 0.190 -0.314
H -0.250031 -3.087219 -3.060909 -0.702 2.168 0.532
H -0.142627 -1.444024 -3.597698 1.782 2.760 -3.278
H -0.421504 -1.865124 1.284253 -0.550 -0.850 -1.170
H 1.099143 2.852878 -0.828556 -0.377 -0.360 0.284
```
Forces are in eV/Å.

Record 2
# C19H16ClFN

A 2-piece molecular cluster, C19H16ClFN overall at a distorted geometry (ωB97M-V with the def2-TZVPD basis set, the OMol25 dataset).

total charge: +1
gap between HOMO and LUMO: 0.161 hartree
spin multiplicity: 1

Geometry as XYZ:
```
38
Properties=species:S:1:pos:R:3:forces:R:3
Cl 2.754851 -0.046174 2.534222 -0.070 -0.003 -0.034
F -0.520698 -3.361704 -1.951617 -1.103 1.120 0.571
N -3.148099 -0.060613 2.796086 -0.541 0.035 -0.123
C 1.019093 -0.050271 2.578564 0.063 -0.006 -0.019
C -3.271120 -0.526388 -0.632040 -0.265 0.206 0.153
C -1.122732 -1.088194 -1.612491 0.749 -0.033 -0.342
C -6.040826 1.781471 0.588523 0.314 -0.004 -0.163
C -4.162213 0.513960 -0.264911 0.111 -0.652 0.075
C -6.275282 -0.610730 0.526377 -0.038 -0.090 -0.082
C -7.526986 -0.497003 1.080437 0.143 -0.347 -0.034
C -1.754387 -0.055969 2.707686 -0.139 -0.025 -0.312
C 0.326880 1.148049 2.610212 0.303 -0.049 0.059
C -2.027887 -0.150167 -1.187975 -0.121 -0.034 0.075
C -5.474918 0.524988 0.276848 -0.231 -0.075 0.004
C -1.406352 -2.441858 -1.509593 0.415 -0.044 -0.278
C -2.607928 -2.840356 -0.941485 -0.190 -0.623 0.048
C -1.048870 1.145969 2.675480 -0.305 -0.280 -0.049
C -7.300633 1.885424 1.123339 -0.072 0.422 0.047
C -8.044262 0.750301 1.380598 -0.037 0.113 0.045
C -1.044148 -1.254863 2.660636 -0.332 0.281 -0.064
C 0.331456 -1.251448 2.594462 0.320 0.054 0.050
C -3.512012 -1.911944 -0.492513 0.305 -0.103 -0.053
H -1.596667 2.070485 2.709148 -0.079 0.325 0.052
H -8.113668 -1.379611 1.276378 -0.043 -0.131 -0.047
H 0.879175 2.072187 2.606080 0.041 0.184 -0.021
H -5.939109 -1.584891 0.242221 -0.033 -0.211 0.001
H -4.389622 -2.264500 0.005769 -0.120 -0.211 -0.012
H -0.180947 -0.789877 -2.038328 0.200 0.096 -0.071
H -1.791341 0.897824 -1.275199 0.085 0.148 -0.075
H -5.469921 2.673958 0.392594 0.124 0.189 -0.029
H -7.716789 2.856666 1.334668 -0.004 0.134 0.045
H -1.588472 -2.181942 2.680606 -0.085 -0.323 0.049
H -9.031106 0.837459 1.801107 -0.187 0.018 0.087
H -2.812299 -3.894377 -0.870326 -0.074 -0.208 0.136
H 0.886744 -2.173698 2.576171 0.047 -0.184 -0.014
H -3.761532 1.501029 -0.430825 0.154 0.302 -0.042
H -3.645503 -0.892090 2.514478 0.335 -0.133 0.156
H -3.660271 0.753349 2.489399 0.358 0.140 0.212
```
Forces are in eV/Å.

Record 3
# C20H36B2F14NO16S2Zr2

C20H36B2F14NO16S2Zr2 as an isolated structure at a distorted geometry (ωB97M-V with the def2-TZVPD basis set, the OMol25 dataset).

total charge: +1
gap between HOMO and LUMO: 0.234 hartree
spin multiplicity: 1

Geometry as XYZ:
```
93
Properties=species:S:1:pos:R:3:forces:R:3
Zr 2.171767 0.387165 0.231354 -0.801 -1.529 -0.549
Zr 0.947352 1.459024 3.773730 0.610 0.125 -6.191
S -1.080522 -1.142884 4.446572 -7.565 1.587 6.530
S 0.207228 -1.761431 2.547172 4.233 -0.524 -3.961
F -4.381839 1.289126 2.380336 -0.138 -0.225 -0.488
F -3.342652 4.087111 -2.766443 -0.205 0.313 0.244
F 3.244012 1.517431 -5.118100 -0.900 -0.318 -0.386
F -0.919848 -0.150941 5.716556 0.564 -0.371 0.132
F -1.747305 5.525343 -3.162852 -0.075 -0.001 0.335
F -3.654096 5.759812 -4.136734 -0.238 -0.112 0.098
F 1.821790 2.008653 -3.490401 0.452 0.223 -0.353
F 1.302467 -2.700966 3.154037 -1.044 0.417 0.904
F -3.984239 -0.790222 1.948369 -0.006 -0.299 -0.199
F -5.920089 0.025886 1.454274 0.170 0.153 0.040
F 2.476287 -4.522410 0.118414 0.171 -0.366 -0.264
F 3.882046 2.793955 -3.587708 -0.380 0.056 0.923
F 3.891345 -3.684548 -1.317933 0.380 0.217 0.446
F 2.554074 -5.183112 -2.004259 -0.383 -0.050 0.749
O -2.401497 -0.748178 4.025764 2.245 -0.732 -0.591
O 3.079767 0.183436 -1.964136 -0.665 -0.213 0.704
O -0.895951 -2.451689 4.977696 1.155 0.643 -0.871
O -2.106091 4.457140 -5.949054 0.093 0.031 0.004
O 1.777459 -1.951521 -0.957511 0.695 0.123 -0.191
O -1.808398 2.786099 -4.443038 -0.113 1.551 1.374
O -0.917972 -2.574184 2.217247 0.666 1.567 1.014
O 2.731136 0.637840 2.693974 -2.506 0.149 1.144
O -6.335550 -1.172424 3.787082 0.383 -0.411 -1.312
O 4.695622 0.060991 -3.479544 -0.377 0.479 -0.731
O 3.924596 -0.838250 0.585897 -1.966 1.288 0.566
O -4.897836 0.225164 4.751808 -0.204 0.167 -0.935
O 1.005758 -1.234272 1.466215 -1.116 0.517 0.327
O 0.606546 -3.423821 -2.106353 0.729 -1.881 -0.891
O 0.385238 1.650074 1.610235 1.388 -0.130 2.409
O 0.379759 0.578025 -0.944933 1.004 -0.585 2.032
N 0.097872 -0.436516 3.707422 0.933 -4.129 -2.939
C -4.928969 0.055027 2.344590 -0.091 1.011 0.098
C 5.454157 -0.885606 -2.683783 -0.264 -0.681 0.109
C -7.813360 -2.787838 4.542087 0.351 -1.116 0.984
C -0.727686 1.419563 -0.641082 1.365 0.510 -0.179
C -0.414155 -2.524114 -2.535604 -1.304 0.370 -0.044
C 6.457609 -1.569793 -3.593754 -0.747 -0.694 -1.079
C 2.660446 -4.156824 -1.151559 0.371 -0.223 -0.969
C -6.722997 -1.850274 5.000004 -0.911 0.875 -0.016
C -2.217072 4.015545 -4.847038 0.594 -1.128 -0.660
C -1.526796 -2.517308 -1.492335 0.709 1.162 0.542
C 4.391411 -1.098408 1.903308 -1.252 0.419 -0.491
C -2.790177 4.866267 -3.695823 0.575 -0.560 -0.324
C 4.012737 0.019002 2.923596 0.921 0.527 -0.895
C 3.563978 0.505750 -3.021505 1.540 0.954 0.705
C 1.667874 -3.048443 -1.453951 -1.907 1.554 0.708
C -0.816998 1.853093 0.868441 -2.044 -0.958 0.267
C 3.086446 1.749573 -3.817055 0.450 -0.476 -0.549
C -0.947006 0.570602 -4.744446 1.655 0.164 -0.202
C -5.406508 -0.245682 3.762668 0.320 -0.705 2.372
C -0.886626 2.014131 -5.233071 -2.352 0.199 -1.482
B -0.874692 2.590495 4.458462 -2.081 1.088 1.183
B 3.037953 2.439676 0.173291 1.059 2.746 -0.048
H -0.582267 2.265614 -1.319743 -0.196 0.542 0.457
H 4.082315 -0.368848 3.940470 0.082 0.109 0.051
H 4.712809 -1.579938 -2.286864 0.268 -0.238 -0.007
H -8.116170 -3.393001 5.402006 -0.419 0.414 0.179
H 5.956682 -2.011668 -4.463977 -0.651 0.151 0.196
H -0.963869 0.350636 -3.676361 -0.247 0.799 0.167
H -1.678826 0.995479 -0.972052 -0.029 -0.388 0.357
H 2.498601 2.464524 1.146716 -1.084 -0.187 2.330
H 5.839033 -0.358016 -1.811140 0.284 0.132 -0.213
H -1.025689 1.789145 3.705024 -0.546 -2.889 -1.880
H -0.205404 2.266071 5.293572 2.139 -1.653 2.524
H -1.351616 2.063462 -6.225041 0.202 -0.477 -0.167
H -1.016282 -2.133581 -0.604641 -0.441 -0.329 0.416
H 5.473155 -1.192886 1.805919 0.105 -0.013 0.634
H 6.851399 -2.484648 -3.152734 0.518 0.468 0.472
H -5.902663 -2.323663 5.537958 0.286 -0.028 -0.491
H 0.051658 0.219210 -5.024360 -0.253 -0.708 -0.335
H 0.050643 2.525732 -5.450748 0.313 -0.150 1.110
H -2.311174 -1.786542 -1.694378 0.134 0.051 -0.398
H -1.389142 2.782295 0.994595 1.469 1.074 -0.314
H -0.172972 3.244761 3.885051 2.147 2.434 -1.850
H 0.049922 -1.554151 -2.710828 -0.257 0.131 0.235
H 4.709832 0.840396 2.740959 0.247 -0.051 0.451
H -0.854922 -2.900051 -3.458427 0.682 -0.256 -0.183
H 7.183059 -0.963781 -4.133744 0.375 0.323 0.915
H -1.623048 1.337062 1.414270 0.321 -1.308 -0.355
H -1.733578 -0.003420 -5.226227 0.076 0.071 -0.112
H 2.237298 2.230415 -0.563150 -2.198 -0.367 -2.513
H -8.661076 -2.265254 4.109883 0.040 -0.059 -0.034
H -7.440848 -3.586796 3.899276 0.131 0.469 -0.525
H 3.780559 1.620030 0.173382 2.319 -2.267 -0.022
H 3.542692 3.435930 -0.035651 0.653 1.238 -0.371
H -1.851751 2.951958 4.902726 -1.083 0.838 0.269
H -7.113182 -1.067583 5.653342 -0.070 -0.161 0.161
H 3.956037 -2.021683 2.298145 0.134 -0.297 -0.253
H -2.028988 -3.466542 -1.323825 0.403 -0.187 -0.054
```
Forces are in eV/Å.

Record 4
# C32H21BrN2O2S7Zn

C32H21BrN2O2S7Zn as an isolated structure at a distorted geometry (ωB97M-V with the def2-TZVPD basis set, the OMol25 dataset).

total charge: -2
gap between HOMO and LUMO: 0.160 hartree
spin multiplicity: 1

Geometry as XYZ:
```
66
Properties=species:S:1:pos:R:3:forces:R:3
Br 14.006921 13.764507 5.228612 -0.042 0.017 -0.130
Zn 9.696199 10.704780 11.045870 0.078 1.162 -0.181
S 11.097095 9.034225 15.123410 0.333 0.205 -0.199
S 9.325408 10.680757 13.385219 -0.607 -0.498 -0.350
S 12.057417 10.891310 11.409021 0.481 0.845 -1.663
S 7.490219 6.902006 12.222635 -0.196 0.553 -1.335
S 11.293960 6.387643 9.617577 -0.364 0.115 0.382
S 13.563589 9.960985 13.759302 -0.088 -1.190 0.422
S 9.222365 7.990768 7.020337 0.488 0.829 1.123
O 9.434128 9.366647 9.667399 -0.288 -1.371 0.193
O 13.377875 7.804364 15.373977 0.697 0.195 0.358
N 12.138870 10.950004 7.539671 -0.195 -0.010 0.288
N 9.903052 14.140479 12.174358 0.811 1.032 -0.545
C 6.803678 8.923397 10.806522 1.146 1.007 -1.600
C 5.943583 7.595982 12.450813 -0.673 -0.209 0.023
C 7.195293 13.874849 8.301384 -0.478 0.423 0.226
C 8.356646 13.465493 10.423953 -1.343 0.223 -0.338
C 8.648128 14.030413 11.780042 -0.803 0.787 0.386
C 8.688316 11.995429 8.588059 -1.827 0.773 -0.901
C 10.117420 7.258907 10.571102 0.929 -0.505 -0.409
C 9.332765 15.660843 13.944446 -1.540 -0.282 -1.044
C 7.838548 12.802615 7.766959 1.875 -1.641 -0.551
C 7.955773 15.505119 13.589046 1.430 -0.603 -0.434
C 14.330722 10.080951 7.107003 -0.235 0.110 -0.193
C 12.831440 8.761531 14.882550 -0.294 -0.205 -0.083
C 10.896761 10.006685 13.665460 0.781 0.414 0.471
C 13.085595 10.045765 7.746928 -0.051 -0.472 0.523
C 7.765770 6.423886 8.361993 0.199 0.478 0.524
C 11.661917 6.529384 12.139177 0.597 -0.515 -0.049
C 12.201702 5.959943 11.013924 -0.324 0.731 0.305
C 7.842998 8.035072 10.907554 -1.206 0.036 0.372
C 12.370526 11.995027 6.769390 -0.061 -0.071 -0.310
C 5.695596 8.663845 11.626287 -0.199 0.051 0.674
C 14.615910 11.208271 6.330836 -0.570 -0.196 0.143
C 7.610872 14.682676 12.513395 0.705 0.262 0.417
C 8.601259 7.504364 8.580098 -0.876 -1.880 -0.927
C 8.402978 6.768303 6.180701 0.429 0.168 -0.898
C 10.453345 7.234704 11.889163 0.340 -0.420 0.025
C 13.614065 12.159677 6.169952 0.160 0.098 0.324
C 12.031992 10.274766 12.963489 -1.035 -0.303 1.184
C 9.019866 8.051337 9.926824 0.345 1.791 0.017
C 10.244397 15.020548 13.135476 0.575 -1.334 0.282
C 7.697475 5.990593 7.020046 -1.192 -0.989 0.378
C 8.817887 12.248573 9.940859 1.529 -0.643 0.983
C 7.474028 14.212546 9.618324 0.169 0.454 0.650
H 13.113179 5.396615 10.918950 0.084 -0.043 0.041
H 4.802557 9.303927 11.616616 0.369 -0.554 0.170
H 9.628416 16.233866 14.802916 0.111 0.379 0.067
H 11.518261 12.668454 6.630139 0.484 0.013 -0.037
H 11.339956 15.132127 13.295639 -0.846 -0.177 -0.004
H 6.924088 9.793146 10.093967 -0.356 -1.135 0.817
H 15.015722 9.228368 7.172566 -0.124 0.551 0.211
H 7.024189 15.101109 10.043711 -0.090 0.163 -0.048
H 7.151948 5.982949 9.142115 0.334 -0.023 0.070
H 6.581767 14.521760 12.211278 0.060 0.183 0.083
H 9.848510 7.616814 12.695180 0.168 0.477 -0.104
H 7.773917 12.598061 6.684041 -0.193 -0.088 0.574
H 12.137063 6.467258 13.120976 -0.260 -0.066 -0.268
H 8.479215 6.707450 5.094330 0.015 -0.021 0.424
H 7.238580 16.087809 14.127444 -0.593 -0.037 0.311
H 15.569698 11.380712 5.856602 0.121 -0.189 -0.041
H 5.261960 7.089249 13.129607 0.154 0.388 0.043
H 9.091747 11.072662 8.212741 0.180 -0.171 -0.320
H 7.087254 5.121197 6.744681 0.270 0.461 -0.130
H 12.804779 9.301245 8.514968 0.352 0.157 -0.651
H 6.463946 14.395575 7.686886 0.151 0.309 0.259
```
Forces are in eV/Å.

no.,E_tot (eV)
1,-28862.7446
2,-36685.4257
3,-119194.0647
4,-234908.1966